Below is C47H43F9FeN2O2PS2 as an isolated structure, with properties calculated with ωB97M-V/def2-TZVPD.

## Properties
Total charge: 0
Spin multiplicity: 6
LUMO level (alpha / beta) (eV): -0.10 / -0.57
Kohn-Sham gap (alpha / beta) (eV): 7.2 / 7.6
Highest occupied orbital energy (alpha / beta) (eV): -7.35 / -8.22

The geometry in XYZ format:
```
107
Properties=species:S:1:pos:R:3:forces:R:3
Fe 1.3011 -0.8372 0.6955 0.5 -0.5 -0.2
C 2.0894 -0.6335 2.9002 0.0 0.0 0.1
C 1.8204 0.7012 2.4686 0.0 0.0 -0.2
C 2.7729 1.0198 1.4676 -0.1 0.0 0.1
C 3.6510 -0.0819 1.3180 0.2 0.1 0.0
C 3.2603 -1.0840 2.2232 -0.2 -0.1 0.2
C 3.9989 -2.3289 2.5913 0.0 0.0 -0.1
C 4.8638 -0.0684 0.4444 0.1 0.0 0.1
C 2.9495 2.3550 0.8225 0.1 0.0 0.0
C 1.0342 1.7478 3.2057 -0.1 0.0 0.0
C 1.4905 -1.3445 4.0783 0.0 0.1 0.0
H 4.5811 -2.1571 3.5015 0.0 0.0 0.0
H 4.6823 -2.6478 1.8062 0.0 0.0 0.0
H 3.3203 -3.1600 2.7836 0.0 0.0 0.0
H 4.6157 0.1123 -0.6042 0.0 0.0 0.1
H 5.4137 -1.0061 0.5062 0.0 0.0 0.0
H 5.5367 0.7351 0.7552 0.0 0.0 0.0
H 2.9865 2.2793 -0.2656 0.0 0.0 0.0
H 3.8897 2.8102 1.1475 0.0 0.0 0.0
H 2.1399 3.0349 1.0827 -0.1 0.0 0.0
H 0.2109 2.1762 2.6367 0.0 0.0 0.0
H 1.7007 2.5741 3.4629 0.0 0.0 0.0
H 0.6325 1.3618 4.1404 -0.1 0.0 0.0
H 1.2972 -2.3953 3.8713 0.0 -0.1 0.0
H 0.5558 -0.8900 4.4065 0.0 0.0 0.0
H 2.1771 -1.3163 4.9290 0.0 0.0 0.0
C -1.5270 -2.4869 1.7296 0.0 0.0 0.0
N -0.3460 -2.5817 0.8673 -0.1 0.1 0.1
C -0.8000 -2.7999 -0.5192 0.0 0.0 -0.1
C 0.4202 -3.7603 1.3079 0.0 0.0 0.0
C 1.6936 -3.8655 0.5315 0.1 0.0 0.0
C 2.2381 -5.1121 0.2319 0.0 0.1 0.0
C 3.4061 -5.1975 -0.5041 0.0 0.0 0.0
C 4.0064 -4.0284 -0.9557 0.0 -0.1 0.0
C 3.4497 -2.7934 -0.6535 -0.1 0.0 0.0
C 2.2866 -2.6791 0.1111 0.0 0.0 -0.2
H -2.1068 -3.4170 1.6753 0.0 0.0 0.0
H -2.1678 -1.6644 1.4247 0.0 0.0 0.0
H -1.2258 -2.3261 2.7647 0.0 0.0 0.0
H -1.4881 -3.6540 -0.5626 0.0 0.0 0.0
H 0.0508 -3.0029 -1.1642 0.0 0.0 0.0
H -1.3037 -1.9164 -0.8962 -0.1 0.1 0.0
H -0.1945 -4.6646 1.1902 0.0 0.0 0.0
H 0.6188 -3.6451 2.3756 0.0 0.0 0.0
H 1.7389 -6.0151 0.5674 0.0 0.0 0.0
H 3.8319 -6.1634 -0.7429 0.0 0.0 0.0
H 4.9085 -4.0805 -1.5537 0.0 0.0 0.0
H 3.9416 -1.9053 -1.0264 -0.1 -0.1 0.0
F -5.9810 1.1116 5.1797 -0.1 0.0 -0.1
C -4.6740 1.3230 5.4008 0.0 0.0 0.0
F -4.5671 2.5553 5.9298 0.0 0.1 0.0
F -4.2867 0.4576 6.3496 0.1 -0.1 0.0
C -3.8631 1.1907 4.1398 0.0 0.0 0.0
C -4.3578 1.7282 2.9571 0.0 0.0 0.0
C -3.6101 1.6406 1.7963 0.0 0.0 0.0
C -2.3571 1.0232 1.7990 -0.1 0.1 -0.1
C -1.8891 0.4884 2.9895 0.1 -0.1 0.0
C -2.6261 0.5686 4.1607 -0.1 0.0 0.0
P -1.3214 0.8703 0.2759 -0.3 0.1 0.2
C -2.6926 0.8031 -0.9526 0.1 0.0 -0.1
C -3.5315 -0.3089 -0.9628 0.0 0.0 0.0
C -4.5653 -0.4143 -1.8763 -0.1 0.0 0.0
C -4.7781 0.6063 -2.7892 0.0 -0.1 -0.1
C -3.9604 1.7234 -2.7844 0.0 0.0 0.0
C -2.9231 1.8207 -1.8723 -0.1 0.0 0.0
C -5.8789 0.5192 -3.8115 0.0 0.0 0.0
F -6.7866 1.5044 -3.6514 0.0 0.1 0.1
F -5.4092 0.6366 -5.0614 0.1 0.0 -0.1
F -6.5521 -0.6388 -3.7478 0.0 -0.1 0.1
C -0.7529 2.5981 0.0325 0.0 0.0 0.0
C -1.0813 3.6534 0.8812 0.0 0.0 0.1
C -0.6102 4.9298 0.6286 0.0 0.1 0.0
C 0.1764 5.1686 -0.4912 0.0 0.1 0.0
C 0.4911 4.1346 -1.3573 0.0 0.0 0.0
C 0.0325 2.8537 -1.0884 0.0 0.1 0.0
C 0.6866 6.5649 -0.7250 0.0 0.0 0.0
F 1.3093 6.7000 -1.9027 0.0 -0.1 -0.1
F -0.3075 7.4698 -0.6963 -0.1 0.0 0.0
F 1.5631 6.9355 0.2271 0.1 0.0 0.1
H -5.3294 2.2037 2.9433 0.0 0.0 0.0
H -4.0081 2.0566 0.8794 0.0 0.0 0.0
H -0.9364 -0.0229 2.9927 0.1 0.0 0.0
H -2.2478 0.1425 5.0802 0.0 0.0 0.0
H -3.3972 -1.1081 -0.2458 0.0 0.0 0.0
H -5.2037 -1.2858 -1.8761 0.0 0.0 0.0
H -4.1170 2.5137 -3.5054 0.0 0.0 0.0
H -2.2925 2.6968 -1.8955 0.0 0.0 0.0
H -1.7031 3.4895 1.7523 0.0 0.0 0.0
H -0.8641 5.7430 1.2958 0.0 0.0 0.0
H 1.0963 4.3201 -2.2332 0.0 0.0 0.0
H 0.2755 2.0495 -1.7666 0.0 0.0 0.0
O -1.7430 -1.9456 -3.7811 0.0 0.0 0.0
S -0.9808 -0.7526 -4.0097 0.0 0.2 -0.1
O -1.6232 0.3799 -4.6127 -0.1 -0.1 0.0
N -0.2586 -0.2857 -2.5918 -0.1 0.1 0.1
C 1.0320 -0.3161 -2.6846 0.1 -0.3 -0.1
S 2.1051 0.1009 -1.4229 -0.2 0.2 -0.1
C 1.5678 -0.7724 -4.0074 0.0 0.0 0.1
C 2.8810 -0.9200 -4.4176 0.0 0.0 0.0
C 3.1140 -1.3772 -5.7084 0.0 0.0 0.0
C 2.0584 -1.6824 -6.5632 0.0 0.0 0.0
C 0.7392 -1.5420 -6.1483 0.0 0.0 0.1
C 0.5312 -1.0909 -4.8624 0.0 0.0 -0.1
H 3.6942 -0.6890 -3.7427 0.0 0.0 0.0
H 4.1307 -1.5021 -6.0551 0.0 0.0 0.0
H 2.2680 -2.0362 -7.5638 0.0 0.0 0.0
H -0.0884 -1.7820 -6.8002 0.0 0.0 0.0
```
Forces are in eV/Å.

=====

Below is C47H43N6P2PdS2Si as an isolated structure, with properties calculated with ωB97M-V/def2-TZVPD.

## Properties
Total charge: +1
Spin multiplicity: 1
LUMO level (eV): -4.78
Kohn-Sham gap (eV): 5.6
Highest occupied orbital energy (eV): -10.38

The geometry in XYZ format:
```
102
Properties=species:S:1:pos:R:3:forces:R:3
Pd 0.0456 -1.2033 0.4958 0.1 -1.2 0.0
C 1.6606 -2.5467 3.6194 0.2 -0.1 0.3
Si 1.8061 -1.4071 2.1658 0.1 -0.1 0.2
C 3.3804 -1.7345 1.2387 -0.1 0.0 -0.3
C 4.5217 -2.2456 1.8593 0.1 -0.1 0.2
C 5.7316 -2.2749 1.1802 0.0 0.0 0.0
C 5.8163 -1.7920 -0.1214 0.0 0.0 -0.1
C 4.6864 -1.2955 -0.7563 0.1 -0.1 0.0
C 3.4755 -1.2725 -0.0727 -0.1 0.0 0.2
P 1.9507 -0.7293 -0.9035 -0.1 0.4 -0.2
C 2.2336 1.0337 -1.2434 0.2 0.1 0.2
C 2.9259 1.7539 -0.2618 0.1 0.0 -0.1
C 3.1078 3.1241 -0.3869 0.0 0.0 0.0
C 2.5978 3.7958 -1.4913 0.0 0.1 0.0
C 1.9041 3.0906 -2.4647 0.0 0.0 0.0
C 1.7210 1.7173 -2.3407 -0.2 0.2 0.0
C 2.1020 -1.6888 -2.4447 0.0 0.1 -0.1
C 2.1156 -3.0801 -2.3049 0.1 0.0 -0.1
C 2.3383 -3.8953 -3.4008 0.0 0.0 0.0
C 2.5530 -3.3311 -4.6549 0.0 0.0 0.0
C 2.5723 -1.9532 -4.7963 0.0 0.1 0.0
C 2.3583 -1.1301 -3.6933 0.0 0.0 -0.1
C 1.9695 0.3025 2.9173 -0.1 0.0 0.0
C 3.1262 0.6794 3.6044 0.1 0.0 0.0
C 3.1951 1.9156 4.2316 0.0 0.0 0.0
C 2.1046 2.7827 4.1937 0.0 0.0 0.0
C 0.9486 2.4176 3.5181 0.1 0.0 0.0
C 0.8904 1.1758 2.8823 0.1 0.1 0.0
P -0.5597 0.6063 1.9666 0.1 -0.1 0.1
C -1.2229 2.1374 1.2694 0.0 -0.1 -0.3
C -2.5585 2.5082 1.3959 -0.1 0.0 0.0
C -2.9995 3.7019 0.8333 0.0 0.0 0.0
C -2.1151 4.5194 0.1434 0.0 0.0 0.0
C -0.7795 4.1500 0.0181 0.0 0.1 0.0
C -0.3335 2.9646 0.5772 -0.1 0.0 -0.1
C -1.7787 0.0921 3.2093 -0.2 0.1 -0.1
C -1.6380 0.4292 4.5527 0.0 -0.1 0.0
C -2.6261 0.0677 5.4656 0.1 0.1 0.0
C -3.7594 -0.6038 5.0379 -0.1 0.0 0.0
C -3.9149 -0.9261 3.6932 0.0 0.0 0.0
C -2.9266 -0.5874 2.7845 0.0 0.2 0.3
H 2.4936 -2.2588 4.2810 -0.1 -0.1 -0.1
H 1.7631 -3.6051 3.3619 -0.1 0.2 0.0
H 0.7414 -2.4029 4.1921 0.1 0.0 -0.1
H 4.4711 -2.6321 2.8776 0.0 0.1 -0.2
H 6.6135 -2.6795 1.6633 -0.1 0.0 0.0
H 6.7635 -1.8211 -0.6487 -0.1 0.0 0.0
H 4.7437 -0.9511 -1.7836 0.0 0.0 0.0
H 3.3382 1.2455 0.6019 0.0 0.0 0.0
H 3.6546 3.6639 0.3786 0.0 0.0 -0.1
H 2.7444 4.8671 -1.5953 0.0 -0.1 0.0
H 1.4968 3.6080 -3.3268 0.0 0.0 0.1
H 1.1462 1.1976 -3.0951 0.0 0.0 0.0
H 1.9706 -3.5303 -1.3313 0.0 0.0 0.0
H 2.3437 -4.9728 -3.2772 0.0 0.1 0.0
H 2.7179 -3.9693 -5.5170 0.0 0.1 0.1
H 2.7660 -1.5058 -5.7656 0.0 0.0 0.1
H 2.4306 -0.0594 -3.8244 0.0 -0.1 0.0
H 3.9922 0.0167 3.6323 -0.2 0.1 0.0
H 4.1025 2.2110 4.7481 -0.1 0.0 0.0
H 2.1605 3.7472 4.6864 0.0 -0.1 0.0
H 0.1029 3.0954 3.4786 0.0 0.0 0.0
H -3.2574 1.8817 1.9364 0.0 0.0 0.0
H -4.0407 3.9902 0.9378 0.1 0.0 0.0
H -2.4646 5.4464 -0.2975 0.0 -0.1 0.0
H -0.0850 4.7843 -0.5248 -0.1 -0.1 0.1
H 0.7024 2.6746 0.4625 0.0 0.0 0.0
H -0.7584 0.9558 4.8993 0.0 0.0 0.0
H -2.5040 0.3158 6.5140 0.0 0.0 -0.1
H -4.5261 -0.8824 5.7525 0.1 0.0 -0.1
H -4.7991 -1.4549 3.3566 0.1 0.0 0.0
H -3.0439 -0.8559 1.7472 0.0 0.0 -0.2
S -0.8415 -2.7649 1.9335 -0.3 0.3 0.5
C -1.6656 -3.9505 1.0504 -0.1 -0.3 -0.4
C -2.4637 -4.8862 1.7845 -0.1 -0.3 0.2
N -3.0994 -5.6340 2.3893 0.2 0.3 -0.2
C -1.5097 -4.0235 -0.3122 -0.2 -0.1 0.4
S -0.7496 -2.7650 -1.1462 0.4 0.6 0.1
C -1.9986 -5.1440 -1.0608 -0.1 -0.3 -0.3
N -2.3831 -6.0358 -1.6820 0.2 0.4 0.3
C -1.9133 1.4965 -2.1750 -0.4 -0.3 -0.2
N -2.1167 0.0482 -1.9311 -0.2 0.5 -0.4
C -3.4751 -0.1048 -1.3757 0.1 -0.2 -0.3
N -4.5110 0.4450 -2.2526 0.0 0.0 -0.1
C -4.2334 1.8709 -2.4702 0.1 -0.2 -0.1
N -2.9099 2.0850 -3.0703 0.0 0.0 0.0
C -2.8552 1.3685 -4.3487 0.0 -0.1 0.2
N -3.1003 -0.0670 -4.1752 -0.1 0.0 0.1
C -2.1039 -0.6134 -3.2550 -0.1 0.1 0.1
C -4.4234 -0.2381 -3.5538 0.1 0.1 0.1
H -0.9320 1.6445 -2.6042 0.3 0.0 -0.1
H -1.9606 2.0146 -1.2328 0.0 0.2 0.4
H -3.5166 0.3985 -0.4137 0.0 0.1 0.2
H -3.6729 -1.1703 -1.2271 0.0 0.0 0.0
H -4.2725 2.3899 -1.5142 0.0 0.1 0.1
H -4.9986 2.2865 -3.1262 0.0 0.0 0.0
H -1.8685 1.5103 -4.7967 0.0 0.0 0.0
H -3.6043 1.7797 -5.0259 0.0 0.0 0.0
H -1.1035 -0.5207 -3.6877 0.0 0.1 0.0
H -2.3230 -1.6717 -3.1244 0.0 -0.1 0.0
H -4.6152 -1.3033 -3.4128 0.0 0.0 0.0
H -5.1856 0.1673 -4.2198 0.0 0.0 0.0
```
Forces are in eV/Å.

=====

Going through the records in order, we get energy relative to the best compared isomer or geometry (same formula, charge and spin) values of 0.00; 38.46 kcal/mol.